Record 1
{
  "formula": "C3H6OS",
  "method": "ωB97M-V/def2-TZVPD",
  "symbols": ["O", "C", "C", "C", "S", "H", "H", "H", "H", "H", "H"],
  "positions_angstrom": [[1.383, -1.318, -0.124], [1.226, 0.044, 0.351], [0.909, 1.189, -0.477], [-0.109, 0.721, 0.440], [-1.643, -0.176, -0.102], [0.793, -1.644, -0.813], [1.790, -0.004, 1.290], [0.740, 1.128, -1.543], [1.261, 2.229, -0.267], [-0.243, 1.148, 1.415], [-1.285, -1.218, 0.660]],
  "atomic_forces_ev_per_a": [[0.33, 0.86, 0.29], [0.06, -3.37, 0.46], [0.99, 3.49, -1.15], [-2.31, -1.88, 0.83], [1.42, 0.51, 0.33], [-0.30, 0.80, 0.02], [0.07, 0.87, -0.64], [-0.03, -0.64, -0.04], [0.26, -1.10, 0.00], [-0.16, 0.71, -0.03], [-0.34, -0.25, -0.06]],
  "mulliken_charge": [-0.5164, 0.0524, -0.5434, -0.3011, -0.2408, 0.3221, 0.3194, 0.2325, 0.1965, 0.3453, 0.1334],
  "multiplicity": 1,
  "de_lowest_kcal_mol": 41.7,
  "gap_ev": 10.160,
  "smiles": "O[C@H]1C[C@H]1S",
  "energy_ha": -591.266514
}

Record 2
{
  "formula": "C4BO8Sn",
  "method": "ωB97M-V/def2-TZVPD",
  "symbols": ["Sn", "O", "C", "O", "B", "O", "C", "O", "O", "C", "O", "C", "O", "O"],
  "positions_angstrom": [[-3.705, 2.310, -3.294], [0.498, -2.022, 3.168], [0.659, -1.335, 2.116], [-0.253, -0.926, 1.302], [0.362, -0.132, 0.247], [1.803, -0.185, 0.502], [2.035, -0.924, 1.523], [3.129, -1.160, 2.021], [-0.150, 1.256, 0.213], [-0.789, 1.427, -0.886], [-1.465, 2.387, -1.304], [-0.727, 0.119, -1.750], [-0.014, -0.735, -1.048], [-1.384, -0.081, -2.810]],
  "atomic_forces_ev_per_a": [[1.36, -0.52, 0.79], [0.41, 2.83, -4.10], [1.03, -3.79, 4.76], [-1.30, 0.86, -0.57], [0.76, -0.94, 0.42], [-0.82, 1.35, -2.29], [2.47, -1.21, 3.61], [-2.15, 0.26, -1.17], [-0.28, 0.69, -0.32], [-1.88, 0.78, -2.29], [0.72, -1.00, 0.94], [-1.66, -0.94, -1.39], [-0.58, 0.66, -1.48], [1.93, 0.97, 3.09]],
  "mulliken_charge": [0.8546, -0.6260, 0.5950, -0.4848, 0.9371, -0.4808, 0.6042, -0.6000, -0.3336, 0.5636, -0.6199, 0.6146, -0.3948, -0.6290],
  "multiplicity": 2,
  "de_lowest_kcal_mol": 0.0,
  "gap_ev": [5.707, 5.868],
  "energy_ha": -993.621286
}

Record 3
{
  "formula": "C39H50ClN7O6S2Sc",
  "method": "ωB97M-V/def2-TZVPD",
  "symbols": ["Sc", "N", "C", "S", "N", "N", "C", "C", "C", "C", "C", "C", "C", "O", "H", "H", "H", "H", "H", "H", "H", "N", "C", "C", "C", "N", "C", "C", "N", "C", "H", "H", "H", "H", "H", "H", "H", "H", "H", "H", "H", "H", "H", "H", "H", "H", "O", "S", "C", "C", "C", "C", "C", "C", "C", "C", "C", "C", "C", "C", "C", "C", "H", "H", "H", "H", "H", "H", "H", "H", "H", "H", "H", "H", "H", "H", "C", "C", "N", "O", "H", "H", "H", "H", "H", "C", "C", "C", "C", "Cl", "C", "C", "C", "O", "C", "C", "O", "O", "H", "H", "H", "H", "H", "H", "H", "H"],
  "positions_angstrom": [[-1.187, 0.300, -0.217], [-4.898, 2.079, -1.903], [-4.052, 1.299, -1.170], [-3.173, 2.059, 0.129], [-3.942, 0.059, -1.540], [-3.062, -0.643, -0.725], [-3.421, -1.838, -0.449], [-2.839, -2.633, 0.617], [-3.434, -3.867, 0.907], [-3.078, -4.601, 2.018], [-2.115, -4.082, 2.880], [-1.519, -2.862, 2.617], [-1.850, -2.112, 1.480], [-1.251, -0.953, 1.254], [-5.139, 2.971, -1.515], [-5.599, 1.606, -2.449], [-4.302, -2.226, -0.954], [-4.212, -4.232, 0.242], [-3.557, -5.548, 2.231], [-1.833, -4.633, 3.771], [-0.792, -2.456, 3.311], [2.924, -0.010, 0.356], [4.064, -0.947, 0.656], [3.772, -2.331, 0.087], [2.677, -3.110, 0.820], [1.378, -2.488, 0.544], [2.945, -3.135, 2.333], [3.191, -1.749, 2.949], [1.983, -0.891, 2.944], [4.341, -1.066, 2.171], [2.506, -0.163, -0.577], [3.226, 0.958, 0.414], [2.211, -0.163, 1.102], [4.943, -0.545, 0.152], [4.694, -2.913, 0.132], [3.503, -2.229, -0.970], [2.731, -4.140, 0.454], [0.621, -3.094, 0.843], [1.257, -2.330, -0.448], [3.834, -3.745, 2.510], [2.108, -3.622, 2.846], [3.507, -1.891, 3.982], [1.898, -0.366, 3.803], [1.129, -1.402, 2.775], [5.233, -1.688, 2.283], [4.566, -0.086, 2.605], [-0.003, 1.577, 1.142], [-0.124, 1.731, 2.657], [-1.612, 2.735, 3.001], [-1.587, 4.191, 2.616], [-1.833, 5.145, 3.603], [-1.879, 6.498, 3.291], [-1.671, 6.913, 1.984], [-1.399, 5.971, 0.999], [-1.354, 4.620, 1.309], [1.128, 2.990, 3.203], [2.374, 3.058, 2.371], [2.387, 3.720, 1.146], [3.562, 3.812, 0.411], [4.738, 3.248, 0.893], [4.736, 2.591, 2.117], [3.557, 2.494, 2.847], [-1.741, 2.626, 4.081], [-2.414, 2.193, 2.498], [-2.007, 4.821, 4.626], [-2.081, 7.222, 4.071], [-1.729, 7.966, 1.732], [-1.238, 6.289, -0.026], [-1.150, 3.897, 0.531], [1.372, 2.692, 4.224], [0.608, 3.942, 3.213], [1.474, 4.171, 0.775], [3.565, 4.346, -0.532], [5.658, 3.339, 0.327], [5.654, 2.167, 2.510], [3.558, 2.006, 3.818], [-1.967, 1.253, -3.971], [-0.862, 1.745, -3.097], [0.190, 2.304, -3.702], [-0.860, 1.642, -1.859], [-2.027, 1.820, -4.900], [-2.911, 1.281, -3.440], [-1.756, 0.209, -4.208], [0.222, 2.412, -4.699], [0.995, 2.561, -3.157], [-2.139, -2.294, -5.984], [-1.975, -3.057, -4.692], [-2.880, -4.057, -4.356], [-2.755, -4.770, -3.175], [-3.912, -6.005, -2.785], [-1.718, -4.498, -2.303], [-0.804, -3.507, -2.627], [-0.927, -2.792, -3.811], [-0.075, -1.779, -4.186], [1.133, -1.595, -3.489], [1.021, -0.775, -2.212], [2.049, -0.192, -1.833], [-0.087, -0.849, -1.582], [-3.192, -2.081, -6.163], [-1.775, -2.886, -6.827], [-1.586, -1.358, -5.971], [-3.697, -4.282, -5.033], [-1.630, -5.043, -1.372], [-0.014, -3.281, -1.926], [1.816, -1.079, -4.153], [1.586, -2.558, -3.227]],
  "atomic_forces_ev_per_a": [[-0.12, 1.26, 0.35], [0.06, 0.10, -0.04], [0.10, -0.04, 0.06], [-0.03, -0.14, -0.10], [-0.04, -0.10, -0.22], [-0.25, -0.14, -0.12], [0.02, -0.15, 0.23], [-0.02, 0.02, -0.16], [-0.05, -0.02, -0.10], [0.00, -0.04, 0.00], [0.04, 0.00, -0.02], [0.11, -0.03, 0.07], [0.09, -0.10, 0.16], [-0.17, -0.59, 0.38], [-0.06, 0.09, 0.04], [-0.04, -0.05, 0.00], [-0.09, -0.03, 0.03], [0.06, 0.00, 0.02], [0.03, 0.04, -0.03], [-0.02, 0.05, -0.05], [0.00, 0.05, -0.02], [1.01, -0.12, 2.99], [-0.07, -0.17, 0.50], [-0.13, 0.00, -0.16], [0.12, 0.20, 0.10], [0.25, -0.20, 0.13], [-0.24, 0.17, -0.05], [-0.01, 0.09, -0.46], [0.31, 0.19, -0.16], [-0.30, 0.17, -0.04], [-0.29, 0.09, -0.37], [0.07, 0.19, 0.12], [0.17, 0.12, -0.18], [0.01, 0.06, 0.00], [0.05, 0.04, -0.03], [0.08, -0.12, 0.00], [-0.04, -0.11, 0.00], [-0.08, 0.09, 0.04], [-0.07, -0.12, 0.06], [-0.05, -0.01, 0.04], [0.06, -0.01, -0.04], [0.19, -0.09, 0.03], [-0.04, -0.10, 0.03], [-0.10, -0.06, -0.04], [0.05, 0.08, -0.01], [-0.06, -0.15, -0.09], [0.02, 0.20, -0.09], [0.11, 0.14, 0.11], [0.21, 0.08, -0.15], [-0.05, 0.05, 0.07], [0.00, -0.04, 0.02], [0.01, -0.03, 0.01], [-0.01, 0.02, 0.00], [0.01, -0.01, 0.00], [0.04, 0.01, 0.03], [-0.04, -0.26, -0.27], [0.08, -0.21, 0.05], [-0.05, -0.07, -0.04], [-0.07, 0.01, -0.03], [0.06, -0.05, 0.00], [-0.07, -0.01, 0.03], [0.00, 0.07, 0.02], [-0.05, -0.05, 0.00], [-0.02, -0.10, 0.07], [0.00, 0.05, -0.08], [0.00, -0.03, -0.05], [0.04, -0.08, 0.02], [0.00, -0.02, 0.08], [-0.06, -0.04, -0.03], [-0.11, 0.01, 0.01], [0.06, 0.13, 0.02], [0.01, 0.00, 0.00], [0.00, -0.04, 0.04], [-0.07, 0.00, 0.03], [-0.06, 0.05, -0.03], [0.02, 0.00, -0.09], [-0.01, -0.03, -0.02], [0.14, 0.18, 0.18], [0.09, -0.01, -0.07], [0.02, 0.07, -0.52], [0.01, -0.03, 0.05], [-0.05, 0.07, 0.02], [0.04, -0.08, 0.00], [-0.02, 0.01, -0.08], [0.00, 0.02, 0.06], [0.00, -0.11, 0.08], [-0.16, 0.01, -0.12], [-0.04, 0.04, -0.05], [0.06, 0.07, -0.02], [-0.02, 0.01, 0.02], [0.05, -0.03, 0.02], [0.06, -0.03, 0.01], [-0.04, -0.01, 0.12], [0.09, 0.08, 0.07], [-0.21, 0.00, -0.05], [-0.98, -0.71, 0.00], [-0.64, 0.06, -1.85], [0.97, 0.24, -0.31], [0.01, 0.00, -0.01], [0.02, 0.04, 0.02], [-0.01, -0.02, -0.02], [0.03, 0.02, 0.05], [0.01, 0.02, -0.05], [-0.06, -0.07, -0.02], [0.06, 0.04, -0.16], [0.08, -0.01, 0.03]],
  "mulliken_charge": [-0.3843, -0.3792, 0.2664, -0.4626, -1.2161, 1.1377, -0.9753, 1.0775, -0.6143, -1.0000, -0.7266, -0.4501, -0.0225, 0.5590, 0.2083, 0.2677, 0.3594, 0.4151, 0.4271, 0.4549, 0.4199, 1.1556, 0.4356, -1.7654, 0.4448, 0.0031, -1.6510, 0.0113, -0.3017, -1.2801, 0.0441, 0.0683, -0.5161, 0.4330, 0.6221, 0.3915, 0.5823, 0.2548, -0.9599, 0.5425, 0.4109, 0.4802, 0.3392, -0.2316, 0.6248, 0.2277, -0.3292, 0.7417, -1.6509, 0.2374, -0.2069, -0.7578, -0.4578, -1.3660, 0.6230, -1.1621, 0.2297, 0.0333, -0.9836, -0.4937, -0.6238, -0.1343, 0.5933, 0.4069, 0.3921, 0.3960, 0.4042, 0.4613, 0.7126, 0.6342, 0.4686, 0.4129, 0.4498, 0.4305, 0.4230, 0.3166, -0.8804, 0.7418, -0.3010, -0.1934, 0.5298, -0.0361, 0.0457, 0.1890, 0.2222, -1.7637, 0.9614, -0.6430, 0.1051, -0.2312, -0.7082, -0.1798, 0.5037, -0.4593, -1.1204, 0.6331, -0.8983, 1.5505, 0.4170, 0.3903, 0.3237, 0.4702, 0.5013, 0.0889, 0.4930, 0.3191],
  "multiplicity": 1,
  "de_lowest_kcal_mol": 19.1,
  "gap_ev": 8.123,
  "energy_ha": -4368.256071,
  "total_charge": 1
}